This record from OMol25 describes a structure of composition C47H46AsCdN3OP2S4. The level of theory is ωB97M-V/def2-TZVPD.

Values from the calculation:
relative energy (zero: lowest compared OMol25 entry of this formula, charge and spin): 0.3020 eV
Kohn-Sham gap: 5.87 eV
LUMO: 4.1086 eV
DFT total energy: -6737.22175 a.u.

Structure (ORCA input):
```
! RIJCOSX wB97M-V def2-TZVPD def2/J DEFGRID3
* xyz -2 1
Cd -1.466 -1.120 -0.191
C 2.926 -0.823 -0.998
N 2.902 0.507 -0.442
C 1.697 1.315 -0.644
P -0.173 1.160 0.657
C -0.310 2.942 0.217
C -0.292 3.312 -1.128
C -0.343 4.644 -1.504
C -0.395 5.640 -0.538
C -0.445 5.286 0.800
C -0.425 3.948 1.169
C 1.041 0.877 2.019
C 1.487 1.847 2.911
C 2.428 1.546 3.888
C 2.947 0.267 3.995
C 2.497 -0.718 3.125
C 1.549 -0.418 2.160
C 4.037 0.977 0.152
C 5.209 0.188 0.232
C 6.357 0.659 0.848
C 6.415 1.931 1.399
C 5.277 2.725 1.309
C 4.121 2.276 0.704
P 1.221 -1.442 -1.389
C 1.035 -0.895 -3.136
C -0.082 -0.143 -3.491
C -0.241 0.321 -4.788
C 0.718 0.037 -5.749
C 1.838 -0.709 -5.409
C 1.993 -1.170 -4.109
C 1.607 -3.230 -1.546
C 2.133 -3.883 -0.429
C 2.339 -5.253 -0.435
C 1.997 -6.003 -1.553
C 1.436 -5.371 -2.652
C 1.238 -3.997 -2.648
H 3.334 -1.527 -0.267
H 3.556 -0.885 -1.896
H 1.394 1.192 -1.689
H 1.978 2.362 -0.555
H -0.266 2.547 -1.894
H -0.351 4.904 -2.556
H -0.436 6.683 -0.829
H -0.543 6.050 1.562
H -0.558 3.680 2.210
H 1.117 2.861 2.845
H 2.768 2.328 4.558
H 3.691 0.036 4.748
H 2.876 -1.731 3.206
H 1.166 -1.212 1.528
H 5.235 -0.800 -0.202
H 7.226 0.012 0.888
H 7.314 2.292 1.883
H 5.281 3.723 1.735
H 3.259 2.923 0.696
H -0.853 0.062 -2.758
H -1.130 0.880 -5.048
H 0.587 0.386 -6.767
H 2.589 -0.938 -6.156
H 2.867 -1.760 -3.854
H 2.346 -3.324 0.475
H 2.740 -5.739 0.447
H 2.140 -7.077 -1.553
H 1.125 -5.950 -3.513
H 0.759 -3.526 -3.497
N -3.485 1.360 -0.958
C -3.644 2.657 -0.499
C -4.058 3.680 -1.359
C -4.260 4.966 -0.892
C -4.064 5.263 0.450
C -3.644 4.252 1.302
C -3.395 2.961 0.852
C -3.011 1.898 1.838
C -4.050 1.579 2.723
C -3.926 0.603 3.692
C -2.726 -0.082 3.786
C -1.689 0.237 2.928
C -1.763 1.225 1.933
H -3.973 1.136 -1.823
H -3.779 0.664 -0.271
H -4.247 3.437 -2.398
H -4.588 5.737 -1.580
H -4.227 6.266 0.825
H -3.469 4.466 2.351
H -4.998 2.091 2.599
H -4.763 0.361 4.336
H -2.592 -0.867 4.521
H -0.771 -0.338 3.032
S -4.930 -0.978 -2.852
As -4.009 -2.449 -1.618
S -3.831 -1.663 0.478
S -1.867 -2.634 -2.170
S -4.935 -4.363 -1.630
C -3.261 -5.152 1.699
N -1.956 -4.677 1.277
C -1.303 -5.368 0.177
C -1.479 -3.527 1.744
O -0.456 -2.958 1.338
H -3.923 -5.202 0.831
H -3.690 -4.441 2.403
H -3.180 -6.136 2.173
H -0.723 -6.221 0.547
H -0.647 -4.678 -0.343
H -2.068 -5.704 -0.524
H -2.103 -3.084 2.530
*
```

Mulliken atomic charge list, values in e, 4 entries: atom 1 (Cd): 1.906, atom 2 (C): -2.441, atom 3 (N): 0.701, atom 4 (C): -3.383